1.
# C25H48ClFN2O5

3 unconnected molecules or ions with the total composition C25H48ClFN2O5 (ωB97M-V/def2-TZVPD, OMol25).

For the HOMO-LUMO gap (alpha / beta), the calculation gives 9.29 / 9.06 eV. As for the charge: 0. The spin multiplicity is 3. The calculated total energy is -55151.8651 eV. The expectation value of S² is 2.010.

Structure (XYZ):
```
82
Properties=species:S:1:pos:R:3:forces:R:3
H 0.432 2.677 2.664 -0.1 0.1 0.2
H -1.059 0.322 -5.009 0.1 -0.2 -0.2
F 2.389 -3.480 -0.840 -2.0 -1.4 -0.7
H -0.396 3.390 8.169 0.1 0.1 -0.1
H 0.201 5.792 7.825 0.1 0.1 -0.3
H 0.518 -1.637 -8.547 -0.1 0.1 0.1
O -0.876 -2.507 -4.992 0.0 0.4 -3.7
C 0.181 3.714 7.294 0.0 -0.1 0.0
H 1.829 -5.338 0.694 -2.1 0.1 -1.6
C -2.439 -2.261 -6.730 -1.4 -0.8 -1.0
H -0.572 1.233 -6.426 0.2 -0.3 -0.1
H 1.137 -0.898 -4.886 -0.2 -0.2 -0.2
O 0.216 -5.739 2.942 -1.9 7.1 -5.4
H 1.834 -4.077 5.570 1.1 0.8 -2.0
H -1.095 2.371 3.519 0.2 0.2 0.1
H 0.512 -2.304 -2.141 -1.2 -2.2 0.9
C 1.120 -2.601 2.576 0.7 2.2 -0.3
H 1.755 -1.760 -6.311 -0.2 0.1 0.1
C 2.020 2.991 4.842 0.2 0.2 0.1
H -0.621 -2.858 -0.718 1.4 -1.0 -1.5
H -1.684 -2.912 -8.700 -0.1 0.2 0.2
H -2.686 -4.441 -6.443 0.0 0.2 0.0
H -0.792 -3.727 -2.383 1.9 0.9 1.5
O -1.082 4.885 4.097 3.7 -0.2 0.7
C -0.090 7.119 5.398 -0.5 -0.5 -0.4
H -2.739 -1.484 -8.788 0.1 -0.1 0.1
H 0.819 -1.531 2.140 0.5 -2.4 0.9
C -2.572 -2.432 -8.268 0.2 0.1 -0.4
H -1.184 7.138 5.349 0.2 -0.2 -0.2
H 1.234 3.598 7.567 0.0 0.0 0.0
H 2.550 5.747 4.889 -0.2 -0.1 0.2
H 2.242 6.952 6.116 -0.3 -0.2 0.0
C -1.060 0.304 -6.108 -0.3 -0.2 0.2
C -0.004 2.369 3.623 -0.4 0.6 0.0
C -0.070 -4.690 2.123 1.8 -5.7 4.5
H 0.862 -6.429 -0.501 -0.5 2.4 1.2
C -0.003 -3.252 -1.631 0.1 0.5 -0.3
C -2.510 0.314 -6.591 0.1 0.1 0.0
C -3.210 -0.996 -6.256 0.3 0.0 0.2
C 1.209 -4.292 -1.263 -0.8 0.7 0.0
C 2.008 5.920 5.827 0.4 -0.1 0.0
H 2.451 5.288 6.603 0.0 0.0 -0.2
H 2.847 -4.430 3.918 -1.0 1.6 1.7
C 0.018 -0.752 -8.136 -0.2 -0.1 -0.2
H 0.186 7.801 6.213 0.2 -0.4 -0.1
H -2.550 0.510 -7.667 0.0 0.0 0.0
H 2.209 1.912 4.881 -0.3 0.2 -0.1
C 1.922 -2.298 3.981 1.3 -0.9 -0.8
H -4.215 -3.554 -6.523 0.3 0.3 -0.2
H -3.261 -3.488 -5.057 0.3 0.0 -0.2
H -3.357 -1.040 -5.170 0.2 -0.2 -0.1
C 1.161 -0.899 -5.981 -0.5 -0.5 0.4
C -0.162 2.814 6.108 -0.2 0.4 0.1
H 3.530 -3.293 5.256 -2.3 -0.7 -1.0
H -1.255 2.785 5.995 0.2 0.1 -0.2
H 0.285 1.325 3.794 0.1 0.3 0.2
C 0.887 -5.330 -0.035 2.2 -0.8 -0.7
H 0.678 0.105 -8.316 -0.1 -0.2 0.3
N 0.256 4.743 4.509 -5.0 -0.1 0.3
C -0.267 -0.925 -6.620 1.5 1.0 -0.9
H -0.872 -0.559 -8.732 0.0 -0.1 0.1
H 0.306 7.542 4.466 -0.1 -0.2 0.1
Cl 0.955 -1.227 5.182 0.7 -1.1 -1.2
C 0.482 5.686 5.657 0.9 1.5 0.7
H 0.144 1.786 6.340 0.1 0.1 -0.3
H -4.215 -0.984 -6.695 0.2 -0.3 0.0
H -3.042 1.145 -6.112 0.0 -0.1 -0.1
H -3.416 -3.075 -8.545 0.1 0.2 0.3
H 1.501 -4.852 -2.259 -0.3 1.1 2.3
C 2.517 -3.635 4.727 1.1 0.6 0.3
C 0.497 3.287 4.786 1.0 -1.7 -0.5
C -3.184 -3.509 -6.150 0.6 0.2 0.5
H 1.841 -3.077 1.783 -1.3 0.7 1.7
H 1.706 0.006 -6.276 -0.4 -0.1 -0.2
C -0.139 5.171 6.988 -0.1 -0.2 -0.2
O -0.134 -3.354 2.739 1.0 -2.9 -2.6
H 2.516 3.401 5.720 -0.1 0.1 -0.1
N -0.981 -2.222 -6.366 -0.7 0.5 5.0
H 2.869 -1.639 3.678 -2.3 -1.3 0.5
H -1.230 5.284 6.953 0.1 0.0 -0.2
O -0.340 -5.020 0.716 1.6 1.8 2.6
H 2.529 3.377 3.951 -0.1 0.0 0.1
```
Positions in Å, forces in eV/Å.

2.
# C12H30AlF2NO12P2S2

A molecular structure, C12H30AlF2NO12P2S2 (ωB97M-V/def2-TZVPD, OMol25).

For the HOMO-LUMO gap (alpha / beta), the calculation gives 8.58 / 4.23 eV. The value obtained for the energy relative to the best compared isomer or geometry (same formula, charge and spin) is 0.00 kJ/mol. As for the charge: +1. The spin multiplicity is 2. The calculated total energy is -91264.2360 eV. The expectation value of S² is 0.763.

Structure (XYZ):
```
62
Properties=species:S:1:pos:R:3:forces:R:3
H -4.140 0.641 2.458 0.5 0.2 -0.2
O 3.405 -0.335 -2.716 -0.7 -0.4 1.4
H -3.443 -1.262 0.081 0.0 0.2 0.0
P 3.396 -1.057 -1.296 0.0 -0.6 -0.4
H -4.804 2.775 2.930 -0.5 0.1 -0.4
H 5.526 0.644 -1.455 0.1 0.0 -0.3
H -5.332 -0.219 1.603 0.0 -0.2 -0.1
C -3.436 2.337 -2.431 0.0 -1.5 -1.0
H -5.400 5.523 2.490 -0.1 -0.7 -0.4
H -2.357 2.180 -2.397 0.2 0.3 0.0
H 1.472 -1.875 -3.911 0.2 0.1 0.3
C 5.795 -0.156 -0.765 0.7 0.7 -0.2
H 1.616 -0.385 -4.843 0.1 0.1 0.2
O -2.556 -0.399 4.277 -0.2 -1.1 -0.4
H 7.379 -1.467 -0.238 0.0 -0.1 -0.1
C 3.500 -1.058 -3.942 0.4 -0.2 -1.7
O -1.117 -2.548 3.312 1.3 2.3 1.1
O -4.187 3.665 1.113 0.8 -2.2 -2.6
H 8.022 0.090 -0.603 -0.6 0.6 0.4
Al 0.598 1.537 0.751 -0.1 -0.1 -0.4
F -1.768 1.637 3.328 0.8 -1.4 1.3
P -3.530 2.418 0.258 -3.0 1.7 -0.7
C 2.677 -3.482 -0.602 0.3 -2.6 -0.9
C -4.335 0.203 1.479 -0.6 -1.5 0.3
S -0.050 -1.543 3.412 5.3 -9.0 -2.1
C 2.129 -1.307 -4.569 -0.3 0.2 -0.1
O 4.977 -1.309 -1.036 -1.7 0.3 0.6
H -3.680 3.048 -3.220 0.1 -0.1 0.1
H 4.379 -4.565 -1.363 -0.2 -0.1 0.0
H -2.333 -0.736 1.385 0.0 0.1 -0.3
O 2.596 -0.323 -0.247 1.0 -0.5 -1.1
O -0.606 0.701 5.354 -1.3 -1.4 -4.2
C -3.367 -0.964 1.127 -0.5 0.8 0.3
N -0.367 -0.174 2.819 -1.6 1.5 1.9
H 2.060 -4.228 -1.103 -0.6 0.1 0.3
H 3.845 -5.110 0.239 0.0 0.1 0.1
F 0.818 -1.997 2.132 -0.3 0.4 0.9
H -3.683 0.155 -2.087 0.1 0.2 0.4
O -2.125 2.128 0.586 0.9 -0.4 -0.1
C -4.622 4.980 3.026 0.1 -0.3 1.0
C 7.231 -0.604 -0.887 0.9 -0.4 -0.1
H -3.717 0.601 -3.725 -0.1 0.4 -0.2
H 4.736 -3.566 0.013 0.1 -0.2 0.3
H 5.624 0.265 0.226 -0.3 -0.4 0.2
H 4.189 -0.443 -4.523 -0.6 0.4 -0.5
O 0.948 -1.608 4.486 -2.7 0.7 -1.5
H -3.801 5.692 3.115 0.3 -0.3 -0.2
C -4.199 3.582 2.518 0.5 1.5 0.9
O -3.874 2.958 -1.241 0.1 -0.5 2.9
H 2.133 -1.905 -5.481 0.6 0.0 -0.1
O 2.875 -2.543 -1.653 0.2 2.6 0.6
H -5.139 0.890 -2.700 0.0 0.3 -0.1
C -4.052 0.941 -2.745 0.2 0.2 0.3
H 2.167 -3.163 0.306 0.3 0.6 -0.2
C 3.986 -4.239 -0.401 0.3 0.6 0.5
S -1.334 0.271 4.132 -1.2 7.8 3.5
H -4.986 4.848 4.045 -0.1 0.1 0.1
H 7.574 -0.875 -1.885 -0.7 -0.2 -0.2
H 4.078 -1.982 -3.955 -0.2 -0.3 1.1
H -3.658 -1.831 1.720 0.0 0.0 0.1
O -4.557 1.179 0.468 1.6 1.4 -0.6
H -3.176 3.371 2.830 0.0 0.2 0.3
```
Positions in Å, forces in eV/Å.

3.
# C8H15NO2

C8H15NO2 in the gas phase (ωB97M-V/def2-TZVPD, OMol25).

For the HOMO-LUMO gap, the calculation gives 10.34 eV. The value obtained for the energy relative to the best compared isomer or geometry (same formula, charge and spin) is 350.75 kJ/mol. As for the charge: 0. The calculated total energy is -14121.8049 eV. As for the SMILES: C=N[C@](C)(O)C(=O)C(C)(C)C.

Structure (XYZ):
```
26
Properties=species:S:1:pos:R:3:forces:R:3
C 2.000 0.290 -1.655 3.2 3.5 4.7
H 1.692 1.763 0.607 0.4 -0.4 0.8
H -2.850 -2.515 -0.751 0.4 -1.0 0.0
O -0.401 1.260 -1.627 1.0 0.0 0.0
O -2.348 1.409 -0.135 1.2 0.1 -0.9
C -1.202 0.519 1.758 1.5 1.2 1.0
H 2.782 0.449 1.002 3.4 -0.9 0.5
H 0.639 -2.199 -0.815 -0.6 0.7 0.0
C -0.156 0.567 -0.655 -1.2 1.0 0.0
H 1.667 -0.274 -2.420 -0.5 -1.5 -3.0
H -3.608 -0.909 -0.874 -0.1 0.7 -0.2
C -2.727 -1.470 -0.592 -0.2 1.3 0.5
H -0.624 -0.380 2.201 -0.7 1.8 -0.7
H 0.446 -1.496 0.846 -0.2 -0.8 0.2
H 1.178 0.488 1.834 1.3 0.3 -1.4
C -1.435 0.390 0.224 -0.2 0.2 1.8
C 1.200 -0.042 -0.391 -0.6 1.2 0.3
H 1.994 -1.917 0.111 0.8 -0.1 0.6
H 3.045 0.174 -1.277 -0.3 -1.1 -1.1
H -1.756 1.979 -0.738 -1.6 -1.1 0.6
C 1.020 -1.502 -0.060 1.0 -0.6 -0.3
H 2.126 1.424 -1.802 -1.2 -1.6 -0.3
H -2.053 0.707 2.425 -0.6 -0.8 -0.9
H -0.742 1.585 1.910 0.1 -2.1 -0.2
N -1.700 -0.994 -0.031 -1.1 -0.9 -0.6
C 1.814 0.696 0.905 -5.3 1.0 -1.3
```
Positions in Å, forces in eV/Å.

4.
# C3H9N2

A gas-phase ion, C3H9N2 (charge +1) (ωB97M-V/def2-TZVPD, OMol25).

For the HOMO-LUMO gap, the calculation gives 8.94 eV. The value obtained for the energy relative to the best compared isomer or geometry (same formula, charge and spin) is 371.14 kJ/mol. As for the charge: +1. The calculated total energy is -6227.2018 eV.

Structure (XYZ):
```
14
Properties=species:S:1:pos:R:3:forces:R:3
H 0.717 -0.015 -2.372 -1.0 -0.2 -0.2
H 0.189 -0.040 1.839 0.8 -0.3 0.4
N -0.623 1.430 -0.052 0.9 0.4 0.0
C -0.694 -1.463 0.556 0.7 3.3 -1.4
N 0.955 0.252 -1.438 1.7 -0.1 0.9
H -1.670 -1.337 0.872 -1.7 0.4 0.6
H -0.030 2.267 0.060 0.4 -0.3 -0.1
H 1.256 -1.260 0.964 2.3 -0.3 0.4
H -0.447 -2.330 0.081 0.4 -2.1 -1.6
H 1.907 -0.048 -1.254 0.0 0.2 -0.2
H -0.921 1.224 0.905 -1.6 0.7 -0.4
C 0.421 -0.649 0.963 -1.3 2.5 0.1
C 0.202 0.220 -0.299 -1.4 -3.2 0.2
H -1.261 1.749 -0.825 -0.2 -1.0 1.3
```
Positions in Å, forces in eV/Å.

5.
# C20H30ClFInN2

A molecular structure, C20H30ClFInN2 (ωB97M-V/def2-TZVPD, OMol25).

For the HOMO-LUMO gap, the calculation gives 7.09 eV. As for the charge: -1. The calculated total energy is -44619.7300 eV.

Structure (XYZ):
```
55
Properties=species:S:1:pos:R:3:forces:R:3
C -4.138 -0.988 -2.531 2.2 0.5 1.9
C 2.924 -2.107 -3.139 -0.9 0.7 -0.2
C 1.114 -2.847 -1.380 0.5 -0.2 -0.7
H 3.404 -1.694 -2.214 -0.3 -0.3 -0.9
C -3.345 0.249 -2.590 0.3 -1.6 1.5
C -3.572 1.587 3.676 -0.2 0.0 -0.1
C -3.781 -1.958 -1.484 0.6 2.0 -0.5
C 5.301 0.894 -1.530 -1.0 0.2 1.0
H 5.534 0.505 -0.495 0.2 0.4 -1.1
H -0.855 1.811 6.418 0.0 0.0 -0.1
H 1.984 -3.538 -1.146 -0.8 0.7 -0.3
C 4.036 1.843 -1.344 -0.3 -0.4 -0.9
H -0.506 1.011 0.369 -0.4 -1.0 -0.2
H 1.093 -3.203 -3.526 0.0 1.2 0.4
C -0.779 -0.074 0.411 -1.1 -0.4 0.1
Cl 0.328 -0.941 -3.364 0.4 -0.4 0.3
H -3.600 1.002 -3.380 0.4 -0.7 0.9
C 2.693 1.011 -1.106 1.1 0.8 -0.2
H 5.001 -0.009 -2.129 0.4 1.0 0.3
F -1.900 1.870 2.051 -0.2 0.4 0.2
H -1.880 2.409 -2.742 0.3 -0.5 0.9
H -1.189 -0.243 1.450 0.7 -0.1 -1.0
In 1.130 -1.251 0.206 -0.5 -0.4 0.3
H 1.871 1.783 -1.011 0.6 -0.9 0.0
H 0.202 -3.510 -1.350 0.7 0.9 0.0
H -0.429 1.738 -1.866 -0.9 0.2 0.1
C -2.691 -1.685 -0.531 -0.8 0.8 -1.3
H -3.225 1.474 7.046 0.0 0.0 -0.1
H 2.378 -2.584 2.052 -0.5 0.2 0.4
C -1.902 -0.457 -0.568 -1.0 1.0 -1.5
H 2.502 0.471 -2.077 0.1 0.4 0.6
H -4.401 -2.891 -1.425 0.9 0.9 0.1
H -2.491 -2.447 0.256 0.0 0.7 -0.7
H 3.430 -3.063 -3.452 -0.6 0.8 0.5
C -1.536 1.897 -1.801 -0.1 -0.6 0.3
H 4.190 2.599 -0.533 0.0 -0.7 -0.5
C -1.259 1.845 4.311 0.3 0.0 0.0
H -1.746 2.574 -0.922 0.2 -0.7 -0.8
H 1.342 -1.539 2.803 0.3 -0.3 -0.1
H 3.886 2.415 -2.306 0.1 -0.4 0.9
H -4.320 1.535 2.895 0.1 0.0 0.0
C -3.925 1.476 5.015 0.2 0.0 0.0
H -0.226 1.983 4.017 -0.1 0.0 -0.1
N 1.394 -2.283 2.099 0.3 0.3 -0.5
H 6.176 1.438 -1.975 -0.8 -0.6 0.5
H -4.963 1.326 5.290 0.0 0.0 0.0
C -2.242 1.768 3.340 -0.1 0.0 0.4
C 1.376 -2.341 -2.850 0.9 -2.4 0.1
N 2.743 0.148 0.079 -0.3 0.3 -0.4
H 3.009 -1.375 -3.995 0.1 -0.7 1.0
C -2.948 1.557 6.001 0.0 0.0 0.1
H -4.978 -1.162 -3.239 0.8 0.1 0.7
C -2.256 0.518 -1.637 -1.5 -0.9 -0.7
H 3.654 -0.293 0.206 -0.3 0.2 -0.3
C -1.616 1.745 5.649 -0.3 0.0 -0.1
```
Positions in Å, forces in eV/Å.

6.
# C14H15BBrF2NOPt

A molecular structure, C14H15BBrF2NOPt (ωB97M-V/def2-TZVPD, OMol25).

For the HOMO-LUMO gap (alpha / beta), the calculation gives 7.93 / 6.05 eV. The value obtained for the energy relative to the best compared isomer or geometry (same formula, charge and spin) is 38.61 kJ/mol. As for the charge: +2. The spin multiplicity is 5. The calculated total energy is -97682.4234 eV. The expectation value of S² is 6.035.

Structure (XYZ):
```
36
Properties=species:S:1:pos:R:3:forces:R:3
H 3.844 0.503 -0.944 0.0 0.0 0.0
C 3.794 -3.167 -1.545 0.2 0.0 -0.1
H 4.051 -2.763 -2.518 -0.1 0.0 0.0
H 1.590 -2.954 0.802 0.1 0.0 0.0
C -2.187 -2.342 -1.593 0.0 -0.1 0.0
C -3.005 -3.457 -1.559 0.0 0.0 0.0
N 2.652 -2.457 -0.949 -0.2 -0.1 0.0
C -1.824 -2.518 3.290 0.0 0.0 0.0
H -1.958 -1.895 -2.553 0.0 0.1 0.0
Br -0.673 -0.206 2.173 0.0 -0.1 -0.2
C -2.960 -4.259 2.076 -0.1 0.0 0.0
F 0.266 2.311 -2.268 0.1 -0.3 -0.1
C 1.638 -3.244 -0.248 0.0 0.0 0.1
H 4.381 -0.782 -2.034 0.0 0.0 0.0
C -1.954 -2.400 0.836 0.0 0.0 0.0
C -3.247 -4.106 -0.343 0.0 0.0 0.0
H -3.856 -5.001 -0.316 0.0 0.0 0.0
H -2.705 -4.226 4.219 0.0 0.0 0.0
H -3.521 -5.185 2.075 0.0 0.0 0.0
C -2.508 -3.718 3.285 0.0 0.0 0.0
C 3.514 -0.266 -1.643 0.0 0.2 0.1
H 3.532 -4.211 -1.676 -0.1 0.0 0.0
H 1.885 -4.297 -0.320 0.0 0.0 0.0
Pt -0.491 -0.070 -0.489 0.7 -0.8 0.2
H 4.669 -3.105 -0.899 0.0 0.0 0.1
C -2.712 -3.609 0.859 0.0 0.0 0.0
C -1.667 -1.799 -0.411 -0.2 0.4 -0.1
H -3.452 -3.829 -2.472 0.0 -0.1 0.0
C -1.558 -1.880 2.079 0.0 0.2 0.0
O 1.576 -0.591 -0.306 -0.4 0.1 0.2
C 2.533 -1.149 -0.945 0.2 0.0 -0.3
H -1.504 -2.073 4.223 0.0 0.0 0.0
F -0.466 2.858 -0.182 0.0 -0.1 0.0
H 0.656 -3.077 -0.691 0.0 0.0 -0.1
B -0.188 1.966 -1.100 -0.3 1.0 0.1
H 2.999 0.249 -2.456 0.0 0.0 0.0
```
Positions in Å, forces in eV/Å.